# C23H48FNO7S2

A cluster of 6 separate species, C23H48FNO7S2 in total at a distorted geometry (wB97M-V/def2-TZVPD, the Open Molecules 2025 dataset).

Properties
ΔE to the lowest compared entry with this formula, charge and spin	82.3	kcal per mole
structure (SMILES)	O=S(=O)(F)NCCCS.C1CCOC1.C1CCOC1.C1CCOC1.C1CCOC1.C1CCOC1
LUMO	-0.4072	eV
total charge	0
HOMO	-9.062	eV

Last column: Löwdin charge in e.
Positions of all 82 atoms, in Å:
O 0.119 -0.208 3.624  -0.3459
S -1.111 0.347 2.867  0.8817
O -2.379 -0.537 2.945  -0.3264
F -1.493 1.879 3.620  -0.2463
N -0.658 0.727 1.224  -0.1624
C -0.886 -0.420 0.265  -0.2330
C -0.691 0.215 -1.264  -0.2102
C -1.519 1.645 -1.340  -0.5438
S -0.400 3.157 -1.239  0.6048
H 0.294 1.147 1.144  0.1184
H -1.932 -0.938 0.405  0.1348
H -0.079 -1.291 0.352  0.1288
H 0.462 0.485 -1.346  0.0987
H -1.002 -0.540 -2.109  0.1264
H -2.093 1.682 -2.380  0.0845
H -2.374 1.732 -0.515  0.0972
H 0.966 2.788 -1.343  -0.1243
C 2.668 -2.758 4.404  -0.1720
C 4.125 -3.123 4.291  -0.1786
C 4.221 -3.609 2.861  -0.1996
O 3.237 -2.885 2.109  -0.1788
C 2.373 -2.202 3.028  -0.2141
H 2.453 -2.048 5.206  0.1202
H 2.071 -3.662 4.577  0.1210
H 4.743 -2.227 4.423  0.1184
H 4.449 -3.872 5.018  0.1164
H 3.981 -4.675 2.786  0.1188
H 5.211 -3.443 2.427  0.1199
H 2.607 -1.133 2.974  0.1163
H 1.331 -2.346 2.731  0.1086
C 3.634 -4.038 -1.057  -0.1707
C 3.155 -4.470 -2.419  -0.1751
C 1.723 -3.979 -2.421  -0.2052
O 1.683 -2.809 -1.593  -0.1589
C 2.921 -2.716 -0.875  -0.2006
H 4.721 -3.950 -0.981  0.1194
H 3.293 -4.754 -0.299  0.1183
H 3.728 -3.951 -3.196  0.0962
H 3.237 -5.545 -2.593  0.1175
H 1.048 -4.722 -1.982  0.1174
H 1.366 -3.733 -3.425  0.1125
H 3.497 -1.891 -1.309  0.1139
H 2.722 -2.487 0.176  0.0908
C 3.766 -2.156 -5.676  -0.1889
C 4.519 -1.353 -6.705  -0.1823
C 3.915 0.024 -6.537  -0.2064
O 3.525 0.142 -5.161  -0.1346
C 3.598 -1.155 -4.554  -0.2109
H 4.284 -3.066 -5.362  0.1070
H 2.784 -2.440 -6.073  0.1197
H 5.584 -1.328 -6.448  0.1179
H 4.422 -1.740 -7.723  0.1159
H 3.015 0.141 -7.150  0.1175
H 4.617 0.823 -6.791  0.1180
H 4.465 -1.162 -3.884  0.1180
H 2.698 -1.336 -3.961  0.1116
C -5.425 5.795 -2.329  -0.1845
C -4.165 6.609 -2.182  -0.1824
C -3.101 5.536 -2.107  -0.2271
O -3.574 4.426 -2.882  -0.1567
C -4.958 4.643 -3.192  -0.2072
H -6.256 6.349 -2.772  0.1150
H -5.743 5.423 -1.348  0.1176
H -4.013 7.223 -3.077  0.1175
H -4.167 7.269 -1.311  0.1164
H -2.959 5.188 -1.078  0.1076
H -2.137 5.873 -2.497  0.1141
H -5.027 4.892 -4.256  0.1171
H -5.525 3.726 -3.010  0.1171
C -3.568 1.495 6.261  -0.1813
C -4.282 0.536 5.344  -0.1963
C -5.687 0.548 5.904  -0.2053
O -5.900 1.849 6.467  -0.1399
C -4.638 2.529 6.532  -0.2053
H -2.661 1.924 5.829  0.0991
H -3.297 0.985 7.193  0.1192
H -4.284 0.933 4.321  0.1079
H -3.840 -0.463 5.322  0.1127
H -5.801 -0.187 6.708  0.1160
H -6.445 0.349 5.140  0.1172
H -4.640 3.310 5.763  0.1171
H -4.525 3.004 7.511  0.1163

# C23H48MnNOP3Se

A structure of composition C23H48MnNOP3Se at a distorted geometry (wB97M-V/def2-TZVPD, the Open Molecules 2025 dataset).

Properties
ΔE to the lowest compared entry with this formula, charge and spin	0.0	kcal per mole
LUMO (spin up / spin down)	-10.5741 / -11.9586	eV
⟨S²⟩	6.457
total charge	+3
HOMO (spin up / spin down)	-16.600 / -16.597	eV
2S+1	5

Last column: Löwdin charge in e.
Positions of all 78 atoms, in Å:
Mn -0.172 -0.328 -0.760  0.2666
P -0.134 1.879 -1.881  0.8055
P -2.495 0.153 0.209  0.8475
P 2.373 -0.243 -0.439  0.8456
H -1.230 -2.768 -0.395  0.0538
C -0.242 -2.381 -0.108  -0.2647
C -0.022 -1.723 1.144  -0.0946
H -0.824 -1.683 1.903  0.0588
C -0.417 1.399 -3.641  -0.2697
C -1.428 3.163 -1.624  -0.2286
C 1.375 2.924 -2.034  -0.2293
C -3.217 -1.105 1.354  -0.2258
C -3.155 1.699 0.991  -0.2054
C -3.514 -0.057 -1.308  -0.2434
C 3.175 -1.637 0.476  -0.2293
C 3.442 1.160 0.126  -0.2062
C 2.944 -0.576 -2.157  -0.2445
H 0.559 -2.888 -0.662  0.0625
H 0.955 -1.763 1.656  0.0638
H -0.455 2.267 -4.313  0.0760
H -1.362 0.834 -3.689  0.0271
H 0.406 0.727 -3.936  0.0172
H -1.369 3.937 -2.398  0.0767
H -1.275 3.635 -0.639  0.0520
H -2.431 2.713 -1.656  0.0322
H 1.212 3.738 -2.753  0.0778
H 2.231 2.324 -2.377  0.0332
H 1.608 3.363 -1.051  0.0505
H -4.305 -1.145 1.244  0.0723
H -2.961 -0.828 2.391  0.0638
H -2.785 -2.095 1.135  0.0400
H -4.245 1.777 0.826  0.0822
H -2.659 2.584 0.575  0.0167
H -2.967 1.665 2.080  0.0589
H -4.555 -0.215 -1.024  0.0645
H -3.133 -0.929 -1.864  0.0351
H -3.426 0.830 -1.949  0.0373
H 4.186 -1.813 0.092  0.0717
H 2.568 -2.552 0.349  0.0435
H 3.224 -1.391 1.549  0.0647
H 4.502 0.956 -0.110  0.0816
H 3.338 1.274 1.220  0.0578
H 3.142 2.101 -0.354  0.0191
H 3.981 -0.913 -2.132  0.0646
H 2.857 0.331 -2.768  0.0372
H 2.296 -1.353 -2.597  0.0098
C -0.705 -4.030 -3.857  -0.4878
C -0.906 -4.677 -2.639  -0.1133
C -1.007 -6.079 -2.561  0.0069
C -0.957 -6.842 -3.739  0.0316
C -0.825 -6.209 -4.979  -0.0003
C -0.711 -4.814 -5.059  -0.0275
Se -0.402 -2.117 -3.688  1.0574
H -0.444 -1.618 -2.016  -0.0870
H -0.953 -4.078 -1.738  0.0537
H -1.116 -6.531 -1.581  0.1307
H -1.023 -7.921 -3.662  0.1409
H -0.810 -6.829 -5.879  0.1418
H -0.621 -4.321 -6.038  0.1342
O 0.207 1.819 1.278  -0.1071
C 0.224 2.177 2.484  -0.4417
C -0.050 1.253 3.644  -0.1048
C 1.116 1.146 4.619  -0.1812
C 1.321 2.305 5.593  -0.1993
C 1.594 3.655 4.970  -0.1801
C 0.494 4.175 4.015  -0.1511
N 0.522 3.491 2.725  0.0877
H -0.978 1.597 4.143  0.1415
H -0.274 0.284 3.194  0.0895
H 0.970 0.239 5.214  0.1227
H 2.033 1.008 4.045  0.1135
H 0.457 2.391 6.269  0.1284
H 2.192 2.072 6.215  0.1249
H 1.696 4.430 5.744  0.1260
H 2.564 3.648 4.433  0.1260
H -0.479 4.070 4.487  0.1244
H 0.670 5.230 3.790  0.1315
H 0.607 4.026 1.872  0.1418

# C23H48N6OPS2

The ion C23H48N6OPS2 with charge +1 at a distorted geometry (wB97M-V/def2-TZVPD, the Open Molecules 2025 dataset).

Properties
ΔE to the lowest compared entry with this formula, charge and spin	0.0	kcal per mole
structure (SMILES)	CCCCCCCCN(CCCCCCCC)C(=S)SCCCn1nnc([PH2]=N)[n+]1CCO
LUMO	-4.0542	eV
total charge	+1
HOMO	-10.540	eV

Last column: Löwdin charge in e.
Positions of all 81 atoms, in Å:
C -3.394 6.745 2.058  -0.1084
C -4.750 6.126 1.723  -0.2613
C -4.734 4.603 1.598  -0.2271
C -4.396 3.864 2.892  -0.2169
C -4.181 2.367 2.674  -0.2077
C -2.819 2.079 2.033  -0.1940
C -2.733 0.737 1.276  -0.1880
C -2.162 0.985 -0.108  -0.2105
N -1.887 -0.221 -0.905  -0.1679
C -1.745 0.032 -2.362  -0.1714
C -0.328 0.214 -2.881  -0.1883
C 0.392 1.480 -2.404  -0.1963
C -0.226 2.782 -2.947  -0.1841
C -0.801 3.772 -1.916  -0.1922
C 0.047 4.027 -0.656  -0.2134
C 0.611 5.459 -0.548  -0.2555
C 0.783 5.858 0.918  -0.1121
C -0.985 -1.098 -0.385  -1.0860
S 0.170 -0.833 0.738  0.7326
S -1.244 -2.735 -1.055  0.9286
C 0.463 -3.282 -1.283  -0.5107
C 0.920 -4.291 -0.208  -0.2189
C 1.526 -5.583 -0.777  -0.0670
N 2.994 -5.468 -0.870  -0.0568
N 3.537 -4.601 -1.646  0.1486
N 4.837 -4.686 -1.507  0.1000
C 5.088 -5.631 -0.618  -0.3431
P 6.789 -6.021 -0.035  0.7679
N 6.928 -5.712 1.481  -0.2711
N 3.933 -6.153 -0.207  0.0403
C 3.610 -7.210 0.763  -0.0554
C 4.632 -8.330 0.755  -0.2379
O 4.900 -8.718 -0.579  -0.0575
H -3.517 7.778 2.383  0.0708
H -2.893 6.229 2.876  0.0579
H -2.744 6.746 1.184  0.0640
H -5.501 6.424 2.456  0.1060
H -5.065 6.543 0.765  0.1028
H -5.741 4.284 1.317  0.1124
H -4.070 4.311 0.780  0.1003
H -5.227 4.017 3.583  0.1156
H -3.499 4.271 3.364  0.1011
H -4.978 1.955 2.051  0.1096
H -4.207 1.863 3.641  0.1123
H -2.593 2.880 1.325  0.0832
H -2.049 2.121 2.802  0.1197
H -3.727 0.294 1.205  0.1146
H -2.114 0.050 1.848  0.0688
H -1.293 1.642 -0.042  0.0919
H -2.930 1.529 -0.660  0.1288
H -2.293 0.953 -2.557  0.1148
H -2.255 -0.747 -2.926  0.1071
H -0.418 0.285 -3.969  0.1213
H 0.290 -0.668 -2.697  0.0902
H 1.417 1.409 -2.771  0.1120
H 0.472 1.469 -1.319  0.0702
H -1.052 2.500 -3.607  0.1014
H 0.479 3.305 -3.592  0.1097
H -0.910 4.729 -2.429  0.1016
H -1.816 3.475 -1.652  0.0901
H -0.583 3.872 0.222  0.0882
H 0.888 3.339 -0.588  0.1041
H 1.610 5.446 -0.987  0.1058
H -0.030 6.167 -1.068  0.1001
H -0.182 5.818 1.424  0.0570
H 1.222 6.846 1.029  0.0700
H 1.422 5.128 1.418  0.0747
H 0.533 -3.711 -2.281  0.0711
H 1.080 -2.390 -1.223  0.0365
H 0.114 -4.530 0.478  0.1040
H 1.697 -3.799 0.379  0.1080
H 1.176 -5.800 -1.782  0.1387
H 1.296 -6.404 -0.110  0.1113
H 7.499 -5.180 -0.895  0.0213
H 6.998 -7.333 -0.483  0.0206
H 7.224 -6.497 2.045  -0.0172
H 2.655 -7.623 0.454  0.1214
H 3.476 -6.769 1.749  0.1529
H 5.556 -8.020 1.242  0.0849
H 4.223 -9.150 1.343  0.1406
H 4.587 -9.614 -0.735  0.1093